Entry 1:
ORCA calculation (wB97M-V/def2-TZVPD) on C26H43N4OS2Sn as an isolated structure in a non-equilibrium geometry.

Atoms and positions in Å:
1 Sn 0.8102 -3.6839 -1.5582
2 C 2.2222 -1.9956 4.9982
3 N 1.5123 -0.7606 4.8256
4 C 0.0746 -1.0629 4.9588
5 C 1.7136 -0.0999 3.5528
6 C 3.1447 0.4706 3.3335
7 N 3.5556 1.2699 4.4444
8 C 4.9627 1.5032 4.4154
9 C 2.8350 2.5242 4.5155
10 H 1.9181 -2.6935 4.1843
11 H 1.9137 -2.5260 5.8531
12 H 3.2707 -1.8357 4.8400
13 H -0.1535 -1.8374 4.1787
14 H -0.4767 -0.2052 4.6888
15 H -0.0738 -1.4046 5.9635
16 H 0.9990 0.7720 3.4755
17 H 1.4480 -0.6792 2.6446
18 H 3.0631 1.0092 2.3701
19 H 3.8162 -0.3226 3.1827
20 H 5.3351 2.0903 3.5254
21 H 5.4809 0.5818 4.4813
22 H 5.2802 2.1949 5.2565
23 H 3.2417 3.2822 3.8539
24 H 2.8601 2.8822 5.5469
25 H 1.7988 2.3458 4.2000
26 C 0.9629 -0.0347 -7.4236
27 C 0.1664 -0.1023 -6.1600
28 C -0.2512 1.1259 -5.5112
29 C -0.8192 1.1436 -4.2301
30 C -1.0643 -0.0622 -3.6704
31 C -0.6103 -1.2876 -4.1870
32 C 0.0343 -1.3139 -5.4078
33 S -1.7369 -0.0499 -2.0326
34 C -3.5080 -0.3617 -2.2906
35 O -1.7007 1.4443 -1.6228
36 H 0.5735 0.7895 -8.0650
37 H 0.8006 -0.9918 -8.0347
38 H 1.9889 0.0879 -7.2021
39 H 0.0627 2.0617 -5.9962
40 H -0.9771 2.0389 -3.6358
41 H -0.7397 -2.1655 -3.6250
42 H 0.3664 -2.2874 -5.7653
43 H -3.9429 0.2647 -3.0984
44 H -3.9441 -0.0737 -1.3186
45 H -3.6684 -1.4369 -2.3833
46 C -0.9915 -3.6469 -0.9087
47 C -2.3472 -3.5301 -1.1008
48 C -3.2521 -3.1267 -0.0917
49 C -4.5835 -2.9751 -0.3227
50 C -5.2516 -3.4101 -1.4528
51 C -4.3942 -3.8092 -2.4687
52 C -3.0448 -3.9157 -2.2654
53 H -2.8847 -2.7944 0.9010
54 H -5.2179 -2.7543 0.5510
55 H -6.3216 -3.5461 -1.5601
56 H -4.7926 -4.1871 -3.3676
57 H -2.4587 -4.3410 -3.0442
58 C 1.8483 0.4262 -1.1110
59 C 1.7802 1.9162 -1.2987
60 N 1.8452 2.5794 -0.0335
61 C 0.8236 2.9156 0.8442
62 S 1.1876 4.0310 2.0790
63 N -0.3523 2.3337 0.6288
64 C -1.3975 2.1400 1.6621
65 C -2.6711 2.8507 1.2335
66 H 1.4676 -0.2218 -1.9217
67 H 1.4413 0.1468 -0.1581
68 H 2.9148 0.2720 -1.0462
69 H 0.8665 2.2330 -1.7727
70 H 2.6735 2.2051 -1.8717
71 H 2.6529 3.1294 0.2140
72 H -0.4991 1.6672 -0.1813
73 H -1.1227 2.5591 2.6263
74 H -1.5643 1.0939 1.7679
75 H -2.4556 3.9349 1.2069
76 H -3.4805 2.7082 1.9367
77 H -2.9632 2.5079 0.2555

- Gap between HOMO and LUMO: 5.67 eV
- Energy relative to the best compared isomer or geometry (same formula, charge and spin): 0.423 eV
- Total charge: -1
- HOMO energy: -0.11947 Ha


Entry 2:
ORCA calculation (wB97M-V/def2-TZVPD) on C26H44BrN3OP2V as an isolated structure in a non-equilibrium geometry.

Atoms and positions in Å:
1 N -6.0844 4.4310 -4.0464
2 C -5.9480 4.7830 -2.7631
3 C -5.3076 3.9834 -1.8087
4 C -4.6929 2.7670 -2.2247
5 C -4.8590 2.4065 -3.5886
6 C -5.5545 3.2693 -4.4392
7 C -3.8278 1.9801 -1.3504
8 V -1.8767 0.4761 0.0503
9 P 4.7392 -0.9353 0.6581
10 C -2.7238 1.1939 -1.7908
11 C -1.3749 1.7349 -1.4794
12 C -0.1794 1.2028 -1.9954
13 C 1.0370 1.6876 -1.4960
14 C 1.0979 2.5771 -0.3926
15 C -0.0791 2.7138 0.3855
16 C -1.3264 2.5137 -0.2676
17 Br 2.6328 3.5260 -0.0235
18 H -3.9650 2.1633 -0.2647
19 H -2.8000 0.6895 -2.7652
20 H -5.2610 4.3199 -0.7731
21 H -4.4571 1.4747 -3.9864
22 H -6.3815 5.7434 -2.4722
23 H -5.6987 3.0081 -5.4882
24 H -0.2441 0.5809 -2.8855
25 H -2.2217 3.0748 -0.0006
26 H 1.9636 1.3722 -1.9666
27 H -0.0499 3.0973 1.3997
28 P -0.6313 -1.7103 0.2006
29 C 4.6585 0.8848 0.7583
30 C 5.9665 1.5900 0.4137
31 H 4.3023 1.1402 1.7665
32 H 3.8561 1.1223 0.0480
33 H 5.9079 2.6390 0.7133
34 H 6.8229 1.1402 0.9244
35 H 6.1514 1.5634 -0.6631
36 C 4.0302 -1.3248 -0.9780
37 C 4.9749 -2.2568 -1.7433
38 H 3.8482 -0.3919 -1.5330
39 H 3.0619 -1.8083 -0.7936
40 H 4.7014 -2.3104 -2.8014
41 H 6.0138 -1.9156 -1.6770
42 H 4.9230 -3.2697 -1.3300
43 C 3.6010 -1.4716 1.9641
44 C 4.4390 -2.0083 3.1368
45 H 2.9326 -2.2377 1.5569
46 H 2.9970 -0.6073 2.2665
47 H 3.8820 -2.7536 3.7144
48 H 5.3607 -2.4820 2.7692
49 H 4.7264 -1.2027 3.8253
50 C -0.4916 -2.8255 1.6497
51 C -1.3314 -4.1042 1.6272
52 H -0.7398 -2.1960 2.5170
53 H 0.5759 -3.0813 1.7410
54 H -2.3900 -3.9149 1.8529
55 H -1.2722 -4.6231 0.6609
56 H -0.9552 -4.7993 2.3910
57 C 0.4002 -2.6393 -0.9970
58 C -0.0183 -2.5004 -2.4548
59 H 0.4081 -3.7017 -0.6986
60 H 1.4237 -2.2546 -0.8565
61 H -1.0431 -2.8615 -2.6154
62 H 0.0407 -1.4571 -2.7978
63 H 0.6505 -3.1085 -3.0812
64 C -2.3544 -1.9780 -0.3978
65 C -3.4428 -1.3996 0.5259
66 H -2.4486 -3.0747 -0.4373
67 H -2.4405 -1.6113 -1.4350
68 H -3.4686 -0.3009 0.7351
69 H -4.4136 -1.6226 0.0651
70 H -3.4292 -1.8964 1.5056
71 N 0.1751 1.4354 3.7470
72 C -0.9969 0.7488 3.7850
73 N -1.5496 0.6409 5.0403
74 O -1.5043 0.2153 2.7758
75 H 0.5365 1.8589 4.6086
76 H 0.7010 1.4808 2.8860
77 H -2.4095 0.1177 5.1312
78 H -1.2957 1.2893 5.7631

- Gap between HOMO and LUMO (alpha / beta): 3.64 / 3.69 eV
- Energy relative to the best compared isomer or geometry (same formula, charge and spin): 2.362 eV
- Total charge: +2
- HOMO energy (alpha / beta): -0.43268 / -0.43268 Ha
- 2S+1: 4
- <S²>: 3.799


Entry 3:
ORCA calculation (wB97M-V/def2-TZVPD) on C26H44Cl5FMgN4O4S as an isolated structure in a non-equilibrium geometry.

Atoms and positions in Å:
1 C 4.1977 -4.7098 1.7344
2 C 4.0083 -4.1524 0.6937
3 C 3.6900 -3.1245 -0.2921
4 N 4.2015 -1.7733 0.1144
5 C 3.1740 -0.8356 0.6891
6 C 2.0884 -1.5290 1.5324
7 C 0.7416 -1.5654 0.7972
8 C -0.3809 -2.0108 1.7436
9 N -1.3932 -2.7896 1.0450
10 C -2.1692 -3.7354 1.8295
11 C -3.0245 -4.3316 0.9673
12 C -2.7563 -3.8100 -0.3215
13 C -1.7366 -2.7839 -0.2006
14 H 4.4919 -5.4462 2.4390
15 H 2.6388 -3.1208 -0.5529
16 H 4.2294 -3.4039 -1.1984
17 H 5.0097 -1.8427 0.7351
18 H 4.5600 -1.3109 -0.7522
19 H 3.7116 -0.1303 1.3490
20 H 2.7119 -0.2097 -0.0714
21 H 2.3768 -2.5055 1.9156
22 H 1.9284 -0.8983 2.4078
23 H 0.7967 -2.2732 -0.0307
24 H 0.5486 -0.5649 0.4114
25 H 0.0681 -2.6845 2.4707
26 H -0.8055 -1.1849 2.3096
27 H -2.0996 -3.9495 2.9498
28 H -3.7607 -5.0694 1.2171
29 H -3.1696 -4.0052 -1.3088
30 H -1.3247 -2.1467 -0.9691
31 C 1.5459 -7.4137 0.7894
32 O 0.4397 -7.0324 1.5812
33 H 1.9501 -8.3428 1.1949
34 H 1.2441 -7.5836 -0.2475
35 H 2.3216 -6.6393 0.8231
36 H 0.0771 -6.2154 1.2272
37 C -3.6247 1.2852 -2.3168
38 S -2.1419 0.4846 -1.7142
39 O -1.9943 -0.8071 -2.4619
40 C -2.7896 0.0891 -0.0827
41 H -3.4535 1.5849 -3.3484
42 H -4.4654 0.5924 -2.2730
43 H -3.8294 2.1687 -1.7121
44 H -3.6837 -0.5291 -0.1782
45 H -3.0215 1.0126 0.4463
46 H -2.0236 -0.4580 0.4663
47 N -0.3511 3.2869 -0.5279
48 C 0.6084 3.3246 0.3962
49 C 1.7844 4.0451 0.2592
50 C 1.9805 4.7680 -0.9078
51 C 0.9945 4.7397 -1.8809
52 C -0.1473 3.9884 -1.6417
53 H 0.4149 2.7431 1.2936
54 H 2.5277 4.0410 1.0463
55 H 2.8875 5.3437 -1.0538
56 H 1.1059 5.2883 -2.8058
57 H -0.9449 3.9418 -2.3756
58 Cl -4.6110 -3.2516 -1.4693
59 O 4.6056 -8.8965 1.6558
60 H 5.5580 -8.6688 1.7042
61 H 4.2158 -9.0048 2.5512
62 H 4.4569 -9.6951 1.1026
63 N -5.6762 4.7659 -3.2827
64 C -6.7260 4.2172 -3.8930
65 C -7.9722 4.0703 -3.3027
66 C -8.1393 4.5152 -2.0021
67 C -7.0601 5.0875 -1.3490
68 C -5.8580 5.1895 -2.0321
69 H -6.5511 3.8807 -4.9090
70 H -8.7888 3.6195 -3.8494
71 H -9.0959 4.4186 -1.5052
72 H -7.1474 5.4483 -0.3335
73 H -4.9886 5.6350 -1.5598
74 F -3.3074 -4.1693 3.8338
75 Mg 4.6220 1.1178 -0.2237
76 C 2.8518 3.3869 4.2010
77 Cl 4.3005 4.3581 4.4146
78 Cl 1.5693 4.3629 3.4917
79 Cl 3.2230 2.0265 3.0932
80 Cl 2.3272 2.7346 5.7467
81 C 4.7407 7.6181 -1.9746
82 O 4.7438 6.6935 -0.8836
83 H 4.9988 7.0728 -2.8783
84 H 3.7513 8.0655 -2.0957
85 H 5.4771 8.4063 -1.8098
86 H 4.5164 7.1869 -0.0906

- Gap between HOMO and LUMO: 4.08 eV
- Total charge: +2
- HOMO energy: -0.41939 Ha